(1)
ORCA calculation (ωB97M-V with the def2-TZVPD basis set) on a structure of composition C4H7N5OS.

Each line ends with the natural charge from an NBO analysis.
Positions of all 18 atoms, in Å:
C (2.132, -0.552, 0.304)  0.696
C (1.162, -0.867, -0.705)  -0.595
C (-0.170, -0.344, -0.321)  0.061
C (-2.475, 0.440, 0.067)  0.240
H (1.999, 2.017, -0.289)  0.362
H (3.241, 2.167, -1.339)  0.367
H (3.947, 0.469, 0.864)  0.387
H (1.405, -0.485, -1.747)  0.273
H (0.923, -1.933, -0.558)  0.272
H (-4.303, 0.009, 1.316)  0.408
H (-3.895, 1.801, 0.278)  0.420
N (2.680, 1.467, -0.687)  -0.682
N (3.315, 0.452, 0.036)  -0.488
N (-0.217, 0.773, 0.379)  -0.282
N (-1.494, 1.123, 0.525)  -0.297
N (-3.832, 0.690, 0.271)  -0.860
O (2.026, -1.241, 1.396)  -0.591
S (-1.661, -1.108, -0.590)  0.310

Results
Gap between HOMO and LUMO ... 0.3393 Eh
LUMO ... -0.001 Eh
Spin multiplicity ... 1
Molar mass ... 173.20 g/mol
Total charge ... 0
Energy relative to the best compared isomer or geometry (same formula, charge and spin) ... 104.3 kcal per mole

---

(2)
ORCA calculation (ωB97M-V with the def2-TZVPD basis set) on a structure of composition C15H16Br2F3N2O3PPtTe.

Each line ends with the natural charge from an NBO analysis.
Positions of all 44 atoms, in Å:
Pt (1.263, -0.048, -0.051)  0.940
Br (1.412, 0.564, 6.590)  0.224
C (1.410, 0.358, 4.740)  -0.021
C (1.618, -0.892, 4.170)  -0.243
C (1.605, -0.995, 2.795)  0.098
N (1.402, 0.068, 2.014)  -0.477
C (1.209, 1.288, 2.551)  0.159
C (1.205, 1.463, 3.918)  -0.219
C (1.028, 2.371, 1.569)  0.267
C (0.856, 3.698, 1.902)  -0.239
C (0.727, 4.641, 0.887)  -0.023
Br (0.495, 6.438, 1.312)  0.226
C (0.780, 4.232, -0.439)  -0.246
C (0.951, 2.891, -0.706)  0.092
N (1.063, 1.991, 0.274)  -0.465
H (1.790, -1.768, 4.779)  0.273
H (1.772, -1.942, 2.298)  0.239
H (1.051, 2.437, 4.358)  0.258
H (0.829, 4.013, 2.934)  0.259
H (0.697, 4.939, -1.251)  0.273
H (1.010, 2.522, -1.720)  0.236
F (3.823, -1.068, 0.259)  -0.315
C (3.282, 0.094, -0.119)  0.857
F (3.729, 1.045, 0.708)  -0.321
F (3.729, 0.388, -1.346)  -0.320
C (-4.046, 0.182, -3.683)  -0.635
C (-3.132, -0.904, -3.192)  -0.055
O (-2.250, -0.312, -2.156)  -0.828
P (-1.262, -1.102, -1.271)  2.208
O (-0.908, -0.332, -0.031)  -1.108
Te (1.036, -1.220, -2.292)  0.213
O (-1.773, -2.533, -0.993)  -0.834
C (-1.626, -3.752, -1.813)  -0.054
C (-0.637, -4.679, -1.160)  -0.639
H (-4.707, -0.235, -4.443)  0.250
H (-3.482, 0.998, -4.131)  0.228
H (-4.659, 0.569, -2.871)  0.235
H (-2.489, -1.289, -3.983)  0.192
H (-3.676, -1.720, -2.719)  0.202
H (-1.327, -3.459, -2.822)  0.184
H (-2.627, -4.173, -1.853)  0.228
H (0.361, -4.237, -1.123)  0.203
H (-0.576, -5.600, -1.740)  0.255
H (-0.954, -4.931, -0.150)  0.241

Results
Gap between HOMO and LUMO (alpha / beta) ... 0.2595 / 0.2313 Eh
LUMO (alpha / beta) ... -0.314 / -0.342 Eh
Spin multiplicity ... 1
Molar mass ... 842.76 g/mol
Total charge ... +2
Energy relative to the best compared isomer or geometry (same formula, charge and spin) ... 13.3 kcal per mole

---

(3)
ORCA calculation (ωB97M-V with the def2-TZVPD basis set) on a cluster of 3 separate species, C29H34ClFNO8PS2 in total.

Each line ends with the Mulliken charge.
Positions of all 77 atoms, in Å:
C (0.157, 3.528, -0.712)  -1.346
C (0.540, 2.281, 0.091)  0.339
Cl (2.031, 2.539, 1.036)  -0.196
C (0.654, 1.005, -0.783)  -1.908
C (-0.668, 0.306, -0.826)  0.747
C (-1.014, -0.767, -0.100)  0.549
P (0.059, -1.647, 1.136)  0.029
N (0.671, -0.372, 2.092)  -0.485
O (1.386, -2.066, 0.210)  -0.442
C (-2.363, -1.391, -0.250)  0.049
O (-2.513, -2.562, -0.017)  -0.563
C (-3.459, -0.514, -0.717)  0.627
C (-3.099, 0.586, -1.486)  0.530
C (-4.048, 1.452, -2.005)  -1.350
C (-5.384, 1.232, -1.718)  -0.782
C (-5.766, 0.148, -0.928)  1.067
C (-7.219, -0.009, -0.644)  -0.377
C (-8.086, -0.518, -1.610)  -0.212
C (-9.439, -0.647, -1.322)  -0.719
C (-9.937, -0.275, -0.081)  -0.362
C (-9.081, 0.254, 0.884)  -0.803
C (-7.732, 0.383, 0.592)  0.042
C (-4.811, -0.751, -0.429)  -0.226
C (-5.259, -1.933, 0.416)  -0.884
C (-5.126, -3.279, -0.212)  0.622
O (-4.903, -4.269, 0.364)  -0.513
F (-5.377, -3.306, -1.517)  -0.273
C (-1.669, 0.867, -1.778)  0.139
O (-1.343, 1.533, -2.726)  -0.588
H (-0.861, 3.821, -0.465)  0.261
H (0.209, 3.359, -1.778)  0.303
H (0.789, 4.367, -0.450)  0.459
H (-0.247, 2.104, 0.815)  0.422
H (0.898, 1.332, -1.789)  0.537
H (1.441, 0.353, -0.425)  0.570
H (1.057, -0.827, 2.913)  0.357
H (1.467, 0.091, 1.653)  0.096
H (1.252, -1.866, -0.725)  0.336
H (-3.733, 2.285, -2.614)  0.541
H (-6.126, 1.910, -2.107)  0.502
H (-7.679, -0.801, -2.569)  0.480
H (-10.103, -1.052, -2.070)  0.374
H (-10.986, -0.396, 0.134)  0.392
H (-9.497, 0.545, 1.835)  0.398
H (-7.052, 0.798, 1.324)  0.448
H (-4.772, -1.937, 1.381)  0.400
H (-6.320, -1.805, 0.613)  0.414
O (5.442, 3.032, -2.266)  -0.667
S (5.273, 4.217, -1.465)  1.185
O (4.074, 5.011, -1.552)  -0.660
C (5.596, 3.804, 0.246)  -0.559
C (7.097, 4.020, 0.409)  -0.679
C (7.415, 5.330, -0.326)  -0.628
C (6.712, 5.273, -1.689)  -0.651
H (5.276, 2.783, 0.437)  0.354
H (5.025, 4.497, 0.864)  0.331
H (7.381, 4.066, 1.459)  0.349
H (7.643, 3.194, -0.052)  0.318
H (7.031, 6.173, 0.251)  0.294
H (8.487, 5.476, -0.446)  0.326
H (6.376, 6.251, -2.025)  0.342
H (7.339, 4.814, -2.451)  0.344
O (6.075, -3.278, 2.793)  -0.678
S (4.693, -3.559, 2.495)  1.100
O (3.645, -2.668, 2.918)  -0.605
C (4.531, -3.867, 0.741)  -0.443
C (4.766, -5.367, 0.599)  -0.637
C (3.993, -6.023, 1.752)  -0.624
C (4.315, -5.234, 3.028)  -0.649
H (5.251, -3.255, 0.202)  0.437
H (3.515, -3.591, 0.456)  0.116
H (4.432, -5.732, -0.371)  0.347
H (5.832, -5.588, 0.694)  0.305
H (2.922, -5.970, 1.547)  0.305
H (4.253, -7.074, 1.867)  0.326
H (3.475, -5.199, 3.717)  0.346
H (5.195, -5.622, 3.535)  0.352

Results
Gap between HOMO and LUMO ... 0.2708 Eh
SMILES ... C[C@H](Cl)CC1=C(P(N)O)C(=O)c2c(ccc(-c3ccccc3)c2CC(=O)F)C1=O.O=S1(=O)CCCC1.O=S1(=O)CCCC1
LUMO ... -0.048 Eh
Spin multiplicity ... 1
Molar mass ... 674.15 g/mol
Total charge ... 0

---

(4)
ORCA calculation (ωB97M-V with the def2-TZVPD basis set) on a structure of composition C30H48BrN3P2PdSe.

Each line ends with the Löwdin spin population.
Positions of all 86 atoms, in Å:
N (2.184, -6.107, 0.238)  0.756
C (0.940, -6.020, -0.247)  0.076
C (0.613, -5.176, -1.304)  0.075
C (1.609, -4.313, -1.829)  -0.005
C (2.934, -4.475, -1.353)  0.082
C (3.156, -5.376, -0.308)  0.081
C (1.271, -3.207, -2.688)  0.135
Pd (0.031, 1.317, -0.381)  0.856
P (-1.327, 3.257, 0.201)  0.298
C (2.182, -2.340, -3.238)  -0.053
C (1.757, -0.990, -3.464)  0.136
C (2.616, 0.103, -3.155)  0.007
C (2.064, 1.226, -2.603)  0.050
C (0.622, 1.302, -2.382)  0.106
C (-0.205, 0.379, -3.125)  0.027
C (0.371, -0.723, -3.703)  0.026
Br (0.050, 3.269, -2.628)  0.123
H (0.200, -3.047, -2.839)  0.005
H (3.251, -2.568, -3.313)  -0.003
H (-0.399, -5.172, -1.717)  0.007
H (3.762, -3.893, -1.756)  0.006
H (0.160, -6.633, 0.220)  0.014
H (4.163, -5.474, 0.106)  0.017
H (3.693, 0.016, -3.310)  0.001
H (-0.218, -1.412, -4.311)  0.001
H (2.647, 2.124, -2.420)  0.001
H (-1.251, 0.621, -3.239)  0.002
P (1.480, 0.671, 1.284)  0.208
C (-2.779, 3.175, -0.932)  0.046
C (-3.545, 4.443, -1.306)  0.020
H (-3.464, 2.444, -0.457)  -0.001
H (-2.409, 2.714, -1.858)  0.004
H (-4.406, 4.154, -1.927)  0.003
H (-3.958, 4.995, -0.457)  0.000
H (-2.930, 5.133, -1.903)  0.000
C (-0.050, 4.582, 0.330)  0.039
C (-0.562, 5.991, 0.032)  0.019
H (0.789, 4.315, -0.334)  0.003
H (0.298, 4.529, 1.377)  0.000
H (0.243, 6.566, -0.444)  0.003
H (-1.419, 6.019, -0.650)  0.001
H (-0.837, 6.526, 0.949)  0.001
C (-2.090, 3.493, 1.855)  0.035
C (-3.081, 4.650, 1.902)  0.020
H (-1.265, 3.660, 2.557)  0.000
H (-2.552, 2.534, 2.121)  0.004
H (-3.234, 4.968, 2.938)  0.004
H (-2.736, 5.533, 1.346)  0.000
H (-4.054, 4.359, 1.493)  0.000
C (1.136, 0.248, 3.038)  0.024
C (0.577, 1.357, 3.914)  0.001
H (2.110, -0.083, 3.446)  0.006
H (0.452, -0.611, 3.039)  0.000
H (0.470, 0.979, 4.943)  0.000
H (1.230, 2.243, 3.961)  0.000
H (-0.419, 1.683, 3.583)  0.001
C (2.656, 2.055, 1.508)  0.039
C (3.634, 2.245, 0.356)  0.003
H (3.181, 1.870, 2.459)  0.008
H (2.043, 2.963, 1.633)  0.002
H (4.265, 3.122, 0.550)  0.000
H (4.294, 1.379, 0.225)  0.000
H (3.118, 2.401, -0.594)  0.002
C (2.448, -0.761, 0.672)  0.044
C (2.071, -2.126, 1.249)  0.002
H (3.504, -0.533, 0.875)  0.007
H (2.315, -0.789, -0.421)  0.005
H (2.895, -2.833, 1.089)  0.001
H (1.875, -2.109, 2.328)  0.000
H (1.187, -2.537, 0.746)  0.000
C (-3.918, -1.132, -0.947)  0.003
N (-3.065, -2.133, -0.343)  0.037
C (-3.176, -3.492, -0.569)  0.029
C (-2.349, -4.110, 0.310)  0.036
N (-1.738, -3.122, 1.062)  0.035
C (-0.951, -3.397, 2.247)  0.002
C (-2.139, -1.880, 0.633)  0.024
Se (-1.709, -0.201, 1.268)  0.444
H (-3.847, -0.209, -0.370)  0.002
H (-4.959, -1.480, -0.928)  0.001
H (-3.628, -0.944, -1.990)  0.001
H (-3.844, -3.890, -1.311)  0.002
H (-2.146, -5.152, 0.485)  0.002
H (-1.565, -3.889, 3.017)  0.001
H (-0.121, -4.074, 1.996)  0.001
H (-0.576, -2.456, 2.655)  0.001

Results
Gap between HOMO and LUMO (alpha / beta) ... 0.2051 / 0.1609 Eh
LUMO (alpha / beta) ... -0.473 / -0.553 Eh
Spin multiplicity ... 5
Molar mass ... 777.97 g/mol
Total charge ... +4